No. 1
An isolated molecule of C14H23NO. Source: the OMol25 dataset; level of theory: ωB97M-V/def2-TZVPD.

Last column: Mulliken charge in e.
Geometry (Å):
C: 3.427 1.106 1.217  -1.429
C: 2.392 1.358 0.128  -0.228
C: 1.192 0.411 0.294  -1.155
N: 0.221 0.389 -0.785  0.660
C: 0.667 -0.321 -1.966  -0.744
C: 0.932 -1.808 -1.701  -0.687
O: 2.206 -2.092 -1.169  -0.543
C: -0.388 1.670 -1.097  -1.031
C: -1.287 2.199 0.021  -0.625
C: -2.552 1.354 0.217  -1.329
C: -2.248 -0.053 0.643  0.629
C: -1.770 -0.311 1.922  -0.160
C: -1.474 -1.602 2.321  -0.683
C: -1.664 -2.659 1.448  -0.314
C: -2.158 -2.415 0.178  -0.796
C: -2.446 -1.122 -0.219  -0.223
H: 2.989 1.266 2.200  0.329
H: 4.275 1.778 1.105  0.400
H: 3.787 0.081 1.167  0.331
H: 2.854 1.203 -0.850  0.237
H: 2.060 2.397 0.180  0.267
H: 1.562 -0.607 0.411  0.585
H: 0.663 0.664 1.216  0.404
H: 1.571 0.128 -2.424  0.352
H: -0.136 -0.260 -2.706  0.548
H: 0.797 -2.360 -2.643  0.346
H: 0.211 -2.177 -0.969  0.123
H: 2.875 -1.709 -1.748  0.365
H: -1.006 1.530 -1.988  0.542
H: 0.365 2.439 -1.343  0.353
H: -1.586 3.217 -0.243  0.403
H: -0.731 2.251 0.956  0.354
H: -3.172 1.836 0.978  0.396
H: -3.116 1.340 -0.718  0.409
H: -1.635 0.508 2.616  0.408
H: -1.096 -1.785 3.316  0.386
H: -1.433 -3.667 1.757  0.398
H: -2.319 -3.237 -0.506  0.380
H: -2.828 -0.940 -1.214  0.345

Calculated values
HOMO = -7.842 eV
SMILES = CCCN(CCO)CCCc1ccccc1
Energy above the lowest of the compared OMol25 structures with the same formula, charge and spin = 10.25 kJ/mol

***

No. 2
A structure of composition C14H24B2N5O5SSc. Source: the OMol25 dataset; level of theory: ωB97M-V/def2-TZVPD.

Last column: Mulliken charge in e.
Geometry (Å):
Sc: 0.059 -0.880 0.088  0.887
N: -2.694 -4.460 0.204  -0.786
C: -2.329 -3.542 -0.846  0.661
N: -3.254 -2.457 -0.886  -0.710
S: -2.375 -4.353 -2.487  -0.133
H: -2.363 -4.020 1.062  0.314
H: -2.116 -5.285 0.086  0.301
H: -3.360 -2.069 0.047  0.272
H: -2.865 -1.720 -1.469  0.253
B: 3.452 -1.387 3.745  0.191
C: 2.378 -1.227 2.575  0.058
N: 1.600 -1.109 1.730  -0.587
H: 2.866 -1.249 4.804  -0.153
H: 3.940 -2.499 3.657  -0.164
H: 4.296 -0.523 3.596  -0.161
O: -0.955 -3.160 -0.773  -0.244
O: -0.767 -2.651 0.576  -0.569
B: -2.523 1.538 -3.419  0.252
C: -1.804 0.638 -2.321  -0.017
N: -1.285 -0.018 -1.523  -0.430
H: -1.745 1.673 -4.345  -0.149
H: -3.530 0.951 -3.771  -0.159
H: -2.792 2.605 -2.902  -0.145
C: 1.549 -0.630 -3.599  -1.632
C: 2.413 -0.950 -2.364  1.864
C: 3.305 0.260 -2.047  -1.611
C: 3.293 -2.176 -2.664  -1.715
N: 1.511 -1.206 -1.306  -0.546
H: 2.191 -0.442 -4.468  0.420
H: 0.932 0.249 -3.419  0.282
H: 0.887 -1.466 -3.829  0.361
H: 4.001 0.472 -2.868  0.404
H: 3.888 0.071 -1.143  0.366
H: 2.684 1.138 -1.867  0.315
H: 3.987 -1.997 -3.494  0.365
H: 2.658 -3.028 -2.909  0.342
H: 3.876 -2.435 -1.778  0.380
O: 0.334 4.013 1.216  -0.402
C: -0.604 3.714 2.152  1.044
C: -1.093 4.717 2.990  -0.902
C: -2.055 4.438 3.945  -0.444
C: -2.547 3.148 4.074  -0.760
C: -2.060 2.158 3.236  -0.342
C: -1.090 2.408 2.271  -0.081
C: -0.632 1.253 1.418  1.283
O: 0.336 1.366 0.641  -0.709
O: -1.267 0.159 1.531  -0.724
H: 0.517 4.957 1.272  0.267
H: -0.705 5.725 2.880  0.240
H: -2.418 5.234 4.585  0.349
H: -3.300 2.915 4.816  0.365
H: -2.421 1.140 3.301  0.440

Calculated values
HOMO (alpha / beta) = -2.630 / -2.013 eV
Charge = -2

***

No. 3
A structure of composition C14H24BF10N3O8PTi. Source: the OMol25 dataset; level of theory: ωB97M-V/def2-TZVPD.

Last column: Mulliken spin population.
Geometry (Å):
Ti: 0.256 0.463 -1.018  0.990
O: 1.952 1.840 -1.193  -0.007
C: 2.191 2.823 -0.184  0.005
C: 0.904 3.566 0.103  -0.008
N: -0.102 2.735 0.726  0.024
C: -1.461 3.135 0.479  0.002
C: -1.961 2.716 -0.916  0.008
O: -2.991 3.244 -1.322  0.005
O: -1.275 1.813 -1.500  0.035
C: 0.204 2.250 2.048  0.004
C: 0.640 0.772 2.046  0.000
O: 0.678 0.175 3.118  0.000
O: 0.923 0.290 0.896  0.013
H: 2.697 1.196 -1.193  0.001
H: 2.933 3.532 -0.561  0.000
H: 2.602 2.339 0.701  -0.001
H: 0.500 3.944 -0.839  -0.003
H: 1.153 4.439 0.736  0.002
H: -1.652 4.208 0.622  0.000
H: -2.110 2.602 1.180  -0.001
H: -0.676 2.316 2.691  0.000
H: 0.990 2.834 2.542  0.000
F: -1.065 -0.560 -3.061  0.007
P: -0.510 0.149 -4.438  0.002
F: -1.616 1.299 -4.305  0.000
F: 0.505 1.003 -3.444  0.007
F: 0.108 0.884 -5.728  0.000
F: -1.527 -0.729 -5.331  0.000
F: 0.600 -1.009 -4.565  0.001
C: 2.470 -3.186 -2.309  -0.002
O: 1.472 -2.387 -1.681  0.004
C: 1.726 -1.034 -1.711  -0.070
O: 2.703 -0.632 -2.305  0.019
H: 2.174 -4.223 -2.151  0.000
H: 3.451 -3.002 -1.866  0.000
H: 2.525 -2.973 -3.378  0.000
F: 5.389 0.053 1.996  0.000
B: 5.051 -0.263 0.663  0.000
F: 6.207 -0.188 -0.137  0.000
F: 4.497 -1.547 0.596  0.000
F: 4.102 0.695 0.199  0.003
C: 0.372 -2.558 1.328  0.002
N: -0.932 -1.987 1.640  0.000
C: -1.471 -2.249 2.961  0.000
C: -2.920 -2.673 2.843  0.000
C: -3.661 -1.547 2.153  0.000
N: -3.010 -1.181 0.911  0.001
C: -3.697 -0.151 0.141  0.001
C: -1.655 -1.325 0.724  -0.008
O: -1.158 -0.824 -0.305  -0.030
H: 1.121 -2.160 2.011  0.000
H: 0.305 -3.648 1.421  0.000
H: 0.661 -2.313 0.316  -0.005
H: -1.379 -1.345 3.573  0.000
H: -0.846 -3.008 3.427  0.000
H: -3.362 -2.864 3.822  0.000
H: -2.989 -3.587 2.248  0.000
H: -3.701 -0.673 2.819  0.000
H: -4.693 -1.826 1.925  0.000
H: -4.705 -0.497 -0.093  0.000
H: -3.164 0.051 -0.782  0.000
H: -3.775 0.783 0.711  0.000

Calculated values
<S²> = 0.753
HOMO (alpha / beta) = -2.369 / -2.841 eV
Multiplicity = 2
Charge = -2
Energy above the lowest of the compared OMol25 structures with the same formula, charge and spin = 119.44 kJ/mol

***

No. 4
An isolated molecule of C14H24N2O at a distorted geometry. Source: the OMol25 dataset; level of theory: ωB97M-V/def2-TZVPD.

Last column: Mulliken charge in e.
Geometry (Å):
C: 2.390 -0.962 2.502  -0.729
O: 2.384 -0.556 1.172  -0.357
C: 1.727 -1.282 0.248  1.112
N: 1.166 -2.380 0.582  -0.624
C: 0.353 -2.965 -0.321  -0.585
C: 0.439 -2.491 -1.654  -0.061
N: 1.248 -1.458 -2.146  -0.653
C: 1.783 -0.823 -1.106  0.429
C: 2.482 0.549 -1.302  -0.681
C: 1.761 1.823 -1.355  -0.393
C: 1.176 2.553 -0.157  -0.979
C: -0.028 2.103 0.690  0.261
C: -1.312 1.955 -0.149  -1.359
C: -1.535 0.545 -0.796  0.369
C: -2.586 -0.231 0.050  0.331
C: -2.153 -0.302 1.526  -1.012
C: -3.110 -1.509 -0.429  -1.609
H: 2.671 -1.951 2.681  0.387
H: 1.350 -0.699 2.960  0.227
H: 3.259 -0.411 2.945  0.253
H: -0.318 -3.832 -0.141  0.350
H: -0.222 -2.928 -2.458  0.387
H: 3.010 0.576 -2.295  0.331
H: 3.406 0.405 -0.582  0.216
H: 0.768 1.680 -1.855  0.180
H: 2.223 2.599 -2.020  0.395
H: 0.841 3.472 -0.791  0.338
H: 1.961 3.039 0.635  0.199
H: 0.311 1.200 1.296  -0.110
H: -0.201 2.752 1.572  0.505
H: -2.291 2.066 0.454  0.507
H: -1.351 2.813 -0.903  0.383
H: -0.482 0.061 -0.830  -0.566
H: -1.877 0.690 -1.787  0.506
H: -3.407 0.479 -0.017  0.277
H: -1.191 -0.954 1.579  0.054
H: -2.930 -0.676 2.205  0.447
H: -1.825 0.688 1.794  0.300
H: -2.346 -2.231 -0.635  0.141
H: -3.678 -1.389 -1.336  0.422
H: -3.864 -2.017 0.171  0.407

Calculated values
HOMO = -8.894 eV
SMILES = COc1nccnc1CCCCCCC(C)C
Energy above the lowest of the compared OMol25 structures with the same formula, charge and spin = 329.47 kJ/mol

***

No. 5
An isolated molecule of C14H24N2O2S. Source: the OMol25 dataset; level of theory: ωB97M-V/def2-TZVPD.

Last column: Mulliken charge in e.
Geometry (Å):
C: -3.208 2.805 0.751  -1.598
C: -3.084 1.290 0.671  0.420
C: -1.856 0.882 -0.168  -0.699
N: -1.840 -0.556 -0.317  0.214
C: -0.943 -1.372 0.242  0.313
S: -1.208 -2.972 0.561  -0.417
N: 0.312 -0.861 0.581  -0.081
C: 1.121 -0.106 -0.250  -0.237
O: 0.715 0.443 -1.245  -0.628
C: 2.561 -0.073 0.224  0.749
C: 3.231 -1.407 -0.171  -0.778
C: 4.738 -1.230 -0.392  -0.823
C: 5.291 -0.168 0.552  -0.611
C: 4.720 1.209 0.193  -0.654
C: 3.314 1.097 -0.405  -1.038
C: -3.076 -1.068 -0.866  -1.262
C: -4.260 -0.627 0.006  0.643
C: -5.587 -1.071 -0.589  -1.577
O: -4.272 0.785 0.107  -0.383
H: -2.322 3.233 1.209  0.402
H: -3.331 3.214 -0.248  0.376
H: -4.081 3.067 1.341  0.386
H: -2.959 0.865 1.685  0.287
H: -0.953 1.227 0.329  0.449
H: -1.913 1.340 -1.160  0.138
H: 0.796 -1.465 1.235  0.371
H: 2.571 0.041 1.313  0.408
H: 2.775 -1.787 -1.088  0.317
H: 3.059 -2.148 0.613  0.378
H: 4.935 -0.927 -1.421  0.343
H: 5.242 -2.184 -0.228  0.411
H: 5.025 -0.433 1.577  0.308
H: 6.380 -0.145 0.494  0.383
H: 5.372 1.704 -0.529  0.337
H: 4.694 1.833 1.088  0.292
H: 3.362 0.935 -1.482  0.282
H: 2.761 2.023 -0.244  0.394
H: -3.022 -2.156 -0.916  0.563
H: -3.197 -0.655 -1.872  0.279
H: -4.130 -1.061 1.013  0.206
H: -5.622 -2.154 -0.652  0.403
H: -5.707 -0.646 -1.581  0.363
H: -6.402 -0.721 0.037  0.373

Calculated values
HOMO = -8.262 eV
SMILES = C[C@@H]1CN(C(=S)NC(=O)C2CCCCC2)C[C@H](C)O1
Energy above the lowest of the compared OMol25 structures with the same formula, charge and spin = 29.48 kJ/mol

***

No. 6
An isolated molecule of C14H24N4O. Source: the OMol25 dataset; level of theory: ωB97M-V/def2-TZVPD.

Last column: Mulliken charge in e.
Geometry (Å):
C: -1.894 1.941 2.407  -1.273
C: -2.473 1.518 1.096  0.939
C: -3.631 2.034 0.602  -0.768
C: -4.143 1.605 -0.667  0.089
O: -5.152 1.971 -1.233  -0.679
N: -3.325 0.638 -1.280  -0.226
C: -2.173 0.168 -0.722  0.552
N: -1.499 -0.765 -1.439  -0.193
N: -0.423 -1.522 -1.030  -0.881
C: 0.651 -1.030 -0.561  0.822
C: 1.651 -2.047 -0.100  -1.318
C: 1.767 -2.056 1.435  0.972
C: 2.787 -3.106 1.868  -1.674
C: 0.409 -2.327 2.074  -1.219
C: 1.021 0.414 -0.408  -0.721
C: 1.031 1.164 -1.751  1.179
C: 1.261 2.652 -1.508  -1.614
C: 2.107 0.594 -2.673  -1.593
N: -1.743 0.581 0.437  -0.135
H: -1.010 2.555 2.236  0.239
H: -2.614 2.513 2.984  0.399
H: -1.581 1.064 2.970  0.279
H: -4.199 2.774 1.140  0.426
H: -3.641 0.304 -2.183  0.191
H: -2.039 -1.270 -2.132  0.278
H: 2.628 -1.820 -0.532  0.322
H: 1.332 -3.033 -0.439  0.471
H: 2.117 -1.073 1.769  0.231
H: 2.900 -3.102 2.949  0.405
H: 3.760 -2.909 1.422  0.403
H: 2.463 -4.098 1.561  0.356
H: 0.016 -3.282 1.735  0.303
H: -0.304 -1.550 1.807  0.082
H: 0.500 -2.356 3.158  0.462
H: 0.288 0.886 0.252  -0.249
H: 2.010 0.494 0.045  0.675
H: 0.058 1.041 -2.236  0.214
H: 1.275 3.194 -2.451  0.403
H: 2.214 2.814 -1.007  0.353
H: 0.470 3.066 -0.887  0.377
H: 1.926 -0.462 -2.866  0.341
H: 2.111 1.122 -3.624  0.457
H: 3.090 0.700 -2.219  0.321

Calculated values
HOMO = -8.432 eV
SMILES = Cc1cc(=O)[nH]c(NN=C(CC(C)C)CC(C)C)n1
Energy above the lowest of the compared OMol25 structures with the same formula, charge and spin = 75.49 kJ/mol

***

No. 7
A structure of composition C14H25AuBIO3P2 at a distorted geometry. Source: the OMol25 dataset; level of theory: ωB97M-V/def2-TZVPD.

Last column: Mulliken spin population.
Geometry (Å):
C: -0.899 0.327 -1.807  0.800
I: 0.687 1.162 2.917  0.157
H: -0.362 0.442 -2.781  0.001
H: -1.518 1.225 -1.614  -0.013
H: -1.528 -0.554 -2.000  -0.032
Au: 1.267 -0.440 -0.747  0.072
P: 0.402 2.045 -0.192  0.097
C: -1.070 2.766 0.662  0.015
C: 1.693 3.100 0.580  0.044
H: 1.629 4.142 0.261  0.004
H: 0.420 4.115 -1.505  0.001
H: 2.664 2.699 0.306  0.001
H: 1.125 2.757 -2.408  -0.001
H: -1.239 2.423 1.704  0.000
H: 1.613 3.051 1.674  0.000
C: 0.307 3.042 -1.729  0.011
H: -0.931 3.862 0.724  0.000
H: -0.629 2.905 -2.284  -0.002
H: -2.022 2.594 0.130  -0.002
P: 0.419 -2.673 -0.229  0.005
C: -1.205 -3.402 0.228  -0.002
C: 0.723 -3.269 -1.960  -0.001
H: 2.657 -2.592 0.511  -0.006
H: 2.015 -4.333 0.623  0.002
H: 1.543 -3.079 1.891  -0.003
C: 1.799 -3.255 0.816  0.015
H: 1.604 -2.672 -2.306  0.001
H: 0.912 -4.367 -1.981  -0.001
H: -1.228 -4.499 0.111  0.000
H: -2.034 -2.955 -0.355  0.000
H: -0.173 -3.008 -2.583  0.000
H: -1.278 -3.118 1.284  -0.002
C: -1.632 -0.311 0.906  -0.017
O: -2.520 -0.080 0.198  -0.008
O: -0.823 -1.846 3.120  0.116
B: -1.107 -0.512 2.504  -0.073
O: -1.948 0.223 3.474  0.166
C: -1.735 -0.435 4.652  0.239
C: -1.841 0.117 5.936  -0.007
C: -1.379 -0.660 7.015  0.116
C: -0.911 -1.956 6.795  0.179
C: -0.757 -2.505 5.522  -0.067
C: -1.152 -1.730 4.454  0.185
H: -2.240 1.123 6.082  -0.001
H: -1.340 -0.234 8.027  0.003
H: -0.523 -2.522 7.635  0.005
H: -0.246 -3.467 5.406  0.000

Calculated values
<S²> = 2.031
HOMO (alpha / beta) = -13.809 / -14.514 eV
Multiplicity = 3
Charge = +2
Energy above the lowest of the compared OMol25 structures with the same formula, charge and spin = 43.99 kJ/mol

***

No. 8
A structure of composition C14H25BF4N6RuS at a distorted geometry. Source: the OMol25 dataset; level of theory: ωB97M-V/def2-TZVPD.

Last column: Mulliken charge in e.
Geometry (Å):
Ru: -0.031 0.288 0.271  0.283
C: -2.055 -3.508 -0.029  -1.745
C: -1.264 -2.293 -0.316  0.808
N: -0.707 -1.580 0.735  2.116
N: -1.053 -1.885 1.938  -1.597
C: -0.844 -1.090 2.944  0.814
N: -1.186 -1.410 4.185  -0.402
S: -0.064 0.464 2.628  -0.306
C: -1.085 -1.723 -1.576  0.701
C: -1.714 -2.218 -2.755  -1.088
C: -1.641 -1.505 -3.920  -0.543
C: -0.902 -0.312 -3.942  -1.185
C: -0.259 0.094 -2.790  -0.195
N: -0.326 -0.570 -1.641  0.476
H: -1.866 -3.847 0.986  0.416
H: -1.820 -4.303 -0.733  0.485
H: -3.126 -3.301 -0.122  0.377
H: -1.738 -2.241 4.346  0.250
H: -1.079 -0.752 4.942  0.235
H: -2.273 -3.136 -2.702  0.502
H: -2.145 -1.848 -4.810  0.469
H: -0.810 0.271 -4.841  0.509
H: 0.371 0.976 -2.813  0.467
C: 0.862 3.083 1.435  -1.384
N: 0.775 2.330 0.177  0.670
C: -0.101 3.087 -0.724  -0.896
C: 2.119 2.111 -0.388  -0.624
C: 2.833 0.986 0.362  -0.798
N: 2.094 -0.295 0.246  0.709
C: 2.483 -0.958 -1.011  -1.382
C: 2.508 -1.192 1.340  -1.169
H: 1.225 4.098 1.248  0.372
H: 1.542 2.612 2.143  0.463
H: -0.127 3.160 1.884  0.282
H: 0.299 4.091 -0.900  0.445
H: -1.092 3.196 -0.275  0.255
H: -0.216 2.592 -1.689  0.232
H: 2.722 3.023 -0.309  0.484
H: 2.028 1.863 -1.450  0.250
H: 2.916 1.246 1.422  0.447
H: 3.848 0.874 -0.036  0.380
H: 3.551 -1.195 -1.000  0.450
H: 2.291 -0.322 -1.874  0.439
H: 1.930 -1.891 -1.122  0.298
H: 3.584 -1.385 1.289  0.389
H: 1.989 -2.147 1.251  0.290
H: 2.285 -0.757 2.315  0.418
F: -1.914 0.844 -0.007  -0.709
B: -3.180 1.567 1.346  0.469
F: -4.215 1.752 0.593  -0.169
F: -2.357 2.565 1.639  -0.246
F: -3.063 0.489 2.109  -0.211

Calculated values
HOMO (alpha / beta) = -14.995 / -15.076 eV
Charge = +2